1.
The following is a quantum chemistry calculation of a structure of composition C47H40Cl5N8O7Ti, from OMol25.

The value obtained for the frontier orbital gap (spin up / spin down) is 4.28 / 4.37 eV. Its energy relative to the best compared isomer or geometry (same formula, charge and spin) is 0.000 eV. The calculation puts the highest occupied orbital energy (spin up / spin down) at -2.332 / -2.429 eV. The calculation puts the total energy at -5930.4778 Ha. As for the total charge: -1. The LUMO energy (spin up / spin down) is 1.943 / 1.945 eV.

Geometry as XYZ:
```
108
Properties=species:S:1:pos:R:3:lowdin_charge:R:1
Ti 0.107 -0.418 -0.465 1.052
O -3.195 -1.010 -1.964 0.073
C -2.731 -0.317 -1.074 -0.567
O -1.610 0.346 -1.154 -0.169
C -3.501 -0.154 0.237 -0.091
C -3.202 1.170 0.953 -0.257
C -4.241 1.408 2.063 -0.096
C -3.737 0.434 3.161 -0.095
C -2.555 -0.225 2.440 -0.238
O -2.017 0.868 1.690 -0.065
C -3.101 -1.180 1.350 -0.079
C -2.074 -2.235 0.952 -0.571
O -2.344 -3.425 1.057 0.048
O -0.942 -1.785 0.531 -0.159
H -4.556 -0.265 -0.008 0.149
H -3.013 2.013 0.293 0.151
H -5.256 1.190 1.728 0.109
H -4.208 2.442 2.404 0.106
H -4.489 -0.288 3.479 0.110
H -3.382 0.976 4.037 0.111
H -1.778 -0.643 3.075 0.153
H -3.978 -1.718 1.705 0.147
Cl 6.715 -3.480 -2.813 0.639
C 5.279 -2.605 -2.424 -0.727
C 4.412 -3.066 -1.434 -0.701
Cl 4.779 -4.526 -0.592 0.670
C 3.256 -2.367 -1.122 -0.575
Cl 2.171 -2.931 0.091 0.795
C 2.913 -1.163 -1.780 -0.472
O 1.863 -0.485 -1.505 -0.248
C 3.807 -0.729 -2.788 -0.602
Cl 3.379 0.716 -3.634 0.705
C 4.961 -1.429 -3.101 -0.707
Cl 6.010 -0.846 -4.342 0.659
N -2.692 -5.146 -5.337 0.168
C -2.968 -5.640 -6.592 -0.194
C -3.873 -6.587 -7.057 -0.029
C -3.866 -6.839 -8.416 -0.109
C -2.986 -6.171 -9.281 -0.107
C -2.091 -5.229 -8.810 -0.022
C -2.086 -4.957 -7.443 -0.230
N -1.311 -4.070 -6.718 0.180
C -1.701 -4.208 -5.482 -0.271
C -1.179 -3.458 -4.335 -0.134
C -0.558 -2.232 -4.532 0.020
C -0.124 -1.528 -3.427 -0.086
N -0.277 -1.967 -2.177 0.019
C -0.852 -3.152 -1.987 -0.087
C -1.306 -3.929 -3.038 0.016
H -3.197 -5.332 -4.489 0.156
H -4.552 -7.105 -6.391 0.105
H -4.553 -7.569 -8.824 0.094
H -3.013 -6.401 -10.338 0.093
H -1.409 -4.710 -9.471 0.108
H -0.435 -1.835 -5.530 0.115
H 0.360 -0.565 -3.534 0.114
H -0.962 -3.476 -0.961 0.101
H -1.748 -4.892 -2.817 0.113
C 3.006 1.837 -0.013 0.011
C 1.752 2.462 -0.512 -0.318
N 0.612 1.866 -0.778 0.071
C -0.252 2.827 -1.251 -0.088
C 0.374 4.028 -1.273 -0.064
N 1.653 3.792 -0.797 -0.013
C 2.647 4.799 -0.550 -0.070
N 2.779 5.129 0.850 -0.050
N 3.961 4.909 1.477 0.052
N 3.854 5.209 2.711 0.077
C 2.567 5.643 2.942 -0.242
C 1.949 6.053 4.126 -0.018
C 0.626 6.417 4.048 -0.091
C -0.077 6.376 2.825 -0.083
C 0.516 5.967 1.654 -0.011
C 1.862 5.600 1.741 -0.180
H 2.747 0.926 0.518 0.074
H 3.541 2.504 0.663 0.068
H 3.661 1.588 -0.850 0.074
H -1.251 2.560 -1.549 0.101
H 0.057 5.006 -1.592 0.110
H 2.369 5.687 -1.118 0.140
H 3.631 4.464 -0.869 0.139
H 2.498 6.065 5.058 0.113
H 0.100 6.731 4.940 0.100
H -1.122 6.655 2.816 0.104
H -0.044 5.898 0.732 0.096
C 0.864 1.795 7.720 -0.072
C 0.853 1.197 6.340 -0.283
C 0.798 1.990 5.199 -0.026
C 0.801 1.473 3.912 -0.171
C 0.739 2.443 2.762 -0.021
C 0.869 0.059 3.724 -0.126
C 0.865 -0.581 2.464 -0.192
O 0.845 0.026 1.304 -0.229
C 0.907 -0.764 4.901 -0.216
C 0.953 -2.264 4.791 -0.059
C 0.900 -0.188 6.153 -0.034
H 0.698 2.873 7.679 0.065
H 1.820 1.628 8.225 0.073
H 0.085 1.362 8.353 0.072
H 0.745 3.071 5.312 0.102
H 0.465 3.432 3.135 0.064
H 0.020 2.135 2.004 0.066
H 1.715 2.527 2.274 0.076
H 0.851 -1.665 2.438 0.078
H 1.836 -2.601 4.241 0.083
H 0.083 -2.662 4.260 0.082
H 0.978 -2.716 5.783 0.069
H 0.931 -0.840 7.023 0.110
```


2.
The following is a quantum chemistry calculation of a structure of composition C47H40ClN5O5P3RuSe2, from OMol25.

The value obtained for the frontier orbital gap (spin up / spin down) is 5.82 / 5.54 eV. The spin multiplicity is 6. Its energy relative to the best compared isomer or geometry (same formula, charge and spin) is 0.522 eV. The calculation puts the highest occupied orbital energy (spin up / spin down) at -6.394 / -7.291 eV. The calculation puts the total energy at -8846.7879 Ha. The LUMO energy (spin up / spin down) is -0.571 / -1.749 eV.

Geometry as XYZ:
```
104
Properties=species:S:1:pos:R:3:lowdin_spin:R:1
Ru -0.891 -0.538 -1.464 3.323
Se 4.324 1.236 2.329 0.005
P 2.316 1.741 3.174 0.001
C 2.208 1.068 4.811 0.000
C 1.491 -0.115 5.198 0.000
C 1.471 -0.498 6.545 0.000
C 2.075 0.296 7.538 0.000
C 2.724 1.469 7.142 0.000
C 2.882 1.793 5.820 0.000
C 2.198 3.532 3.263 0.000
C 3.035 4.359 2.501 0.000
C 3.073 5.734 2.740 0.000
C 2.317 6.294 3.738 0.000
C 1.550 5.473 4.570 0.000
C 1.503 4.086 4.387 0.000
C 1.385 0.638 2.102 0.011
C 0.398 0.881 1.086 0.019
N 0.223 -0.286 0.424 0.105
N 0.976 -1.236 1.010 0.016
N 1.716 -0.738 1.988 0.015
P -0.717 2.231 0.837 0.048
Se -2.176 1.371 -0.686 0.272
C 0.089 3.544 -0.145 0.010
C 1.319 3.290 -0.781 0.003
C 1.949 4.288 -1.540 0.001
C 1.394 5.588 -1.558 0.002
C 0.148 5.793 -0.984 0.001
C -0.518 4.819 -0.262 0.005
C -1.696 2.594 2.287 0.006
C -2.635 1.589 2.660 0.009
C -3.587 1.932 3.629 0.001
C -3.714 3.246 4.109 0.003
C -2.785 4.215 3.699 0.000
C -1.757 3.909 2.820 0.003
H 1.015 -0.732 4.439 0.000
H 1.017 -1.449 6.820 0.000
H 2.021 0.046 8.596 0.000
H 3.047 2.219 7.906 0.000
H 3.543 2.611 5.523 0.000
H 3.631 3.912 1.716 0.000
H 3.664 6.386 2.101 0.000
H 2.339 7.391 3.866 0.000
H 0.960 5.903 5.373 0.000
H 0.871 3.512 5.041 0.000
H 1.785 2.303 -0.786 0.001
H 2.866 4.078 -2.123 0.000
H 1.879 6.369 -2.139 0.000
H -0.315 6.757 -1.087 0.000
H -1.492 4.989 0.150 0.001
H -2.569 0.634 2.148 0.004
H -4.264 1.147 3.986 0.000
H -4.602 3.535 4.703 0.000
H -2.894 5.243 4.135 0.000
H -1.048 4.669 2.448 0.000
O -4.619 -1.325 -6.320 0.000
C -4.248 -2.563 -6.602 0.000
O -4.556 -3.211 -7.574 0.000
C -3.559 -3.257 -5.435 0.001
C -3.541 -4.624 -5.186 0.000
Cl -4.209 -5.918 -6.062 0.000
N -2.939 -4.894 -3.960 0.001
N -2.607 -3.696 -3.336 0.003
C -2.890 -2.677 -4.228 0.003
C -2.832 -1.242 -3.790 0.038
O -3.812 -0.541 -3.977 0.039
O -1.714 -0.758 -3.324 0.257
C -2.622 -6.109 -3.306 0.000
C -1.849 -7.043 -3.991 0.000
C -1.089 -7.859 -3.195 0.000
C -1.424 -8.099 -1.839 0.000
C -2.472 -7.354 -1.234 0.000
C -3.056 -6.331 -1.987 0.000
H -4.419 -1.037 -5.376 0.000
H -1.847 -7.103 -5.068 0.000
H -0.198 -8.376 -3.672 0.000
H -0.873 -8.840 -1.297 0.000
H -2.792 -7.524 -0.195 0.000
H -3.675 -5.577 -1.490 0.000
C 1.271 -3.314 -1.738 0.023
P 0.905 -1.658 -2.426 0.140
C 0.759 -2.093 -4.196 0.021
C 2.466 -0.811 -2.209 0.023
C 2.499 0.331 -3.019 0.017
C 3.641 1.071 -3.077 0.000
C 4.779 0.640 -2.360 0.011
C 4.707 -0.475 -1.554 0.001
C 3.529 -1.193 -1.386 0.010
H 1.677 -3.279 -0.757 0.000
H 1.993 -3.773 -2.419 0.004
H 0.375 -3.923 -1.675 0.001
H 1.631 -2.567 -4.587 0.003
H 0.505 -1.175 -4.762 0.000
H -0.087 -2.794 -4.325 0.000
H 1.657 0.679 -3.629 0.004
H 3.746 1.923 -3.738 0.000
H 5.737 1.189 -2.487 0.001
H 5.547 -0.770 -0.938 0.000
H 3.466 -1.957 -0.604 0.000
C -2.560 -2.639 -0.052 0.123
C -2.696 -1.274 -0.981 0.275
O -3.758 -0.722 -0.952 0.120
H -2.139 -3.493 -0.625 0.000
H -3.573 -2.787 0.335 0.013
H -1.974 -2.292 0.802 0.003
```